DFT (wB97M-V/def2-TZVPD) results for a cluster of 13 separate species, C31H81N7O26 in total in a non-equilibrium geometry.

Geometry as XYZ:
```
145
Properties=species:S:1:pos:R:3:lowdin_charge:R:1
C -0.461 5.418 0.930 0.058
N -1.063 6.535 1.735 -0.449
O -0.468 7.583 1.639 0.068
O -2.117 6.431 2.277 0.072
H -0.980 5.497 -0.025 0.101
H -0.636 4.439 1.375 0.077
H 0.611 5.616 0.898 0.101
C -0.987 -5.505 0.134 0.053
N -0.318 -6.076 -1.074 -0.442
O -0.733 -5.743 -2.176 0.048
O 0.601 -6.862 -0.922 0.056
H -0.463 -4.571 0.338 0.079
H -0.644 -6.173 0.925 0.095
H -2.052 -5.327 -0.014 0.098
C 0.655 3.673 -3.405 0.027
N 1.393 2.821 -2.481 -0.382
O 1.588 3.323 -1.331 0.031
O 1.710 1.678 -2.914 0.041
H 1.434 4.045 -4.070 0.110
H 0.123 4.537 -3.007 0.098
H -0.081 3.047 -3.908 0.093
C -1.489 -2.516 -7.643 0.051
N -1.445 -3.069 -6.216 -0.431
O -0.354 -3.117 -5.682 0.048
O -2.509 -3.441 -5.760 0.073
H -0.540 -2.394 -8.166 0.093
H -2.056 -1.588 -7.573 0.072
H -2.011 -3.299 -8.193 0.094
C -4.826 0.440 2.375 0.050
N -5.779 1.575 2.478 -0.452
O -5.709 2.290 3.463 0.054
O -6.547 1.773 1.586 0.074
H -4.560 0.413 1.318 0.096
H -5.283 -0.491 2.710 0.111
H -3.992 0.703 3.025 0.066
C 1.373 -3.147 2.846 0.057
N 2.383 -2.046 2.767 -0.441
O 2.266 -1.160 3.624 0.038
O 3.332 -2.096 2.046 0.082
H 1.903 -4.027 3.212 0.112
H 1.148 -3.295 1.790 0.082
H 0.491 -2.971 3.462 0.080
C -4.502 5.112 0.904 0.055
N -3.566 4.014 1.205 -0.454
O -3.159 3.378 0.290 0.060
O -3.294 3.791 2.381 0.031
H -3.935 5.665 0.156 0.105
H -4.570 5.605 1.874 0.096
H -5.495 4.695 0.733 0.109
C -3.512 -2.955 0.193 -0.097
O -3.186 -3.531 1.429 -0.216
C -2.402 -2.739 2.324 -0.160
C -2.099 -3.578 3.584 -0.149
O -1.271 -4.717 3.146 -0.234
C -1.077 -5.619 4.225 -0.104
H -4.126 -2.110 0.502 0.077
H -4.063 -3.660 -0.430 0.096
H -2.630 -2.662 -0.376 0.081
H -2.792 -1.734 2.485 0.112
H -1.466 -2.657 1.772 0.104
H -3.019 -3.956 4.031 0.120
H -1.678 -2.998 4.405 0.113
H -0.640 -5.210 5.136 0.089
H -0.483 -6.461 3.869 0.089
H -2.095 -5.969 4.397 0.088
C -4.070 1.056 -6.151 -0.065
O -2.998 0.080 -6.325 -0.204
C -1.795 0.367 -5.582 -0.160
C -1.940 0.054 -4.030 -0.164
O -2.707 0.968 -3.249 -0.225
C -3.170 0.546 -1.976 -0.085
H -4.258 1.247 -5.094 0.076
H -5.046 0.842 -6.588 0.084
H -3.819 2.002 -6.630 0.080
H -1.278 1.297 -5.818 0.115
H -0.998 -0.343 -5.804 0.096
H -0.956 -0.049 -3.573 0.113
H -2.515 -0.867 -3.936 0.122
H -3.709 1.325 -1.438 0.074
H -2.286 0.286 -1.394 0.075
H -3.803 -0.336 -2.074 0.087
C 8.110 -1.644 -2.614 -0.160
O 6.803 -1.435 -2.979 -0.161
C 6.651 -1.509 -4.386 -0.184
C 5.158 -1.289 -4.789 -0.194
O 4.229 -2.163 -4.122 -0.185
C 2.833 -2.118 -4.561 -0.083
H 8.804 -0.873 -2.951 0.083
H 8.600 -2.591 -2.841 0.089
H 8.266 -1.520 -1.543 0.089
H 6.904 -2.462 -4.850 0.126
H 7.153 -0.650 -4.831 0.124
H 5.125 -1.432 -5.870 0.112
H 4.844 -0.256 -4.640 0.114
H 2.304 -3.039 -4.316 0.081
H 2.836 -2.056 -5.649 0.076
H 2.271 -1.243 -4.234 0.071
C 5.271 1.458 -1.246 -0.119
O 5.710 1.638 0.080 -0.191
C 4.752 1.097 1.055 -0.148
C 4.869 1.975 2.331 -0.198
O 6.101 1.786 3.035 -0.164
C 6.549 2.970 3.645 -0.127
H 5.253 0.373 -1.355 0.084
H 5.958 1.869 -1.986 0.086
H 4.301 1.894 -1.488 0.062
H 5.011 0.054 1.239 0.117
H 3.715 1.195 0.735 0.103
H 4.003 1.891 2.987 0.116
H 4.705 2.960 1.894 0.115
H 6.717 3.787 2.944 0.086
H 7.565 2.781 3.990 0.085
H 5.909 3.248 4.482 0.086
C -0.701 0.161 5.787 -0.088
O -2.067 0.035 5.364 -0.198
C -3.102 0.748 6.087 -0.164
C -3.123 2.219 5.670 -0.211
O -1.919 2.804 6.068 -0.192
C -1.547 3.994 5.472 -0.116
H -0.158 0.966 5.291 0.070
H -0.189 -0.746 5.464 0.073
H -0.597 0.427 6.839 0.091
H -3.094 0.747 7.177 0.122
H -4.055 0.274 5.853 0.117
H -3.877 2.816 6.183 0.134
H -3.273 2.279 4.592 0.088
H -1.178 3.805 4.464 0.073
H -0.741 4.470 6.030 0.093
H -2.340 4.723 5.308 0.090
C -1.026 1.258 2.039 -0.092
O -0.741 0.083 1.276 -0.194
C 0.409 0.357 0.437 -0.152
C 0.903 -0.947 -0.366 -0.144
O -0.193 -1.544 -1.073 -0.198
C 0.235 -2.606 -1.949 -0.087
H -0.207 1.497 2.718 0.087
H -1.946 1.103 2.603 0.064
H -1.095 2.086 1.333 0.057
H 1.226 0.779 1.022 0.107
H 0.175 1.131 -0.294 0.096
H 1.370 -1.627 0.347 0.087
H 1.665 -0.588 -1.059 0.113
H -0.409 -2.757 -2.815 0.086
H 0.695 -3.500 -1.528 0.081
H 1.121 -2.250 -2.474 0.049
```

## Properties
Gap between HOMO and LUMO in hartree: 0.3065

***

DFT (wB97M-V/def2-TZVPD) results for a structure of composition BH4In in a non-equilibrium geometry.

Geometry as XYZ:
```
6
Properties=species:S:1:pos:R:3:lowdin_charge:R:1
In -1.628 -1.079 -1.643 1.176
B 0.360 0.212 0.345 -0.244
H -0.666 0.516 0.483 -0.057
H 0.331 -0.853 0.519 -0.036
H 0.571 0.441 -0.688 0.045
H 1.032 0.763 0.984 0.116
```

## Properties
Gap between HOMO and LUMO (alpha / beta) in hartree: 0.4052 / 0.2358
Total charge: +1
Expectation value of S²: 0.75
Multiplicity: 2

***

DFT (wB97M-V/def2-TZVPD) results for an isolated molecule of C4H8N2O2 in a non-equilibrium geometry.

Geometry as XYZ:
```
16
Properties=species:S:1:pos:R:3:lowdin_charge:R:1
C -0.709 1.238 1.202 0.082
C -1.157 -1.418 -0.208 -0.012
C -1.379 -0.007 -0.679 -0.396
N 2.804 -0.501 -0.462 0.037
C -0.352 1.110 -0.199 -0.360
O 1.426 -0.279 -0.648 -0.211
N 0.982 0.793 0.149 0.063
O -2.263 0.312 -1.428 0.094
H 3.259 0.410 -0.495 0.076
H 2.915 -0.870 0.483 0.081
H -1.078 2.174 1.597 0.071
H -0.689 0.398 1.880 0.066
H -0.478 1.959 -0.869 0.155
H -0.832 -1.463 0.830 0.075
H -0.370 -1.868 -0.818 0.088
H -2.079 -1.987 -0.332 0.091
```

## Properties
Gap between HOMO and LUMO (alpha / beta) in hartree: 0.3275 / 0.3085

***

ΔE to the lowest compared entry with this formula, charge and spin (computed, kcal per mole): 70.1; 11.7; 179.6